[1]
Formula: C28H37Cl2N6OS3Sn
Source: the Open Molecules 2025 dataset
Level of theory: ωB97M-V/def2-TZVPD

Structure (XYZ):
```
78
Properties=species:S:1:pos:R:3:forces:R:3:mulliken_charge:R:1
Sn 0.214 0.295 0.015 0.0 0.0 0.0 0.794
Cl -0.133 4.851 -0.008 0.0 0.0 0.0 -0.206
Cl 2.774 2.130 -3.749 0.0 0.0 0.0 -0.253
S -1.816 -1.480 -0.366 -0.1 0.0 0.0 -0.403
S 2.089 2.612 -0.619 0.0 0.0 0.0 -0.225
S -0.789 1.050 -2.263 0.0 0.0 -0.1 -0.125
O -1.656 0.186 3.799 0.0 0.0 0.0 -0.864
N 0.936 -0.997 2.941 0.0 0.0 0.0 0.436
N 1.063 -2.665 0.560 0.0 0.0 0.0 0.325
N -2.341 1.815 2.359 0.0 0.0 0.0 0.222
N -3.455 -0.243 2.494 0.0 0.0 0.0 0.311
N 2.882 -0.385 0.990 0.0 0.0 0.0 0.747
N 1.811 -0.778 -1.552 0.0 0.1 0.0 0.330
C -2.368 -0.101 -4.143 0.0 0.0 0.0 -0.679
C -1.897 -0.202 -2.829 0.0 0.0 0.1 0.120
C -3.210 -2.218 -2.597 0.0 0.0 0.0 -0.777
C 5.468 -1.121 1.594 0.0 0.0 0.0 -0.570
C 1.329 3.519 -1.890 0.0 0.0 0.0 -0.914
C -1.346 2.704 2.935 0.0 0.0 0.0 -0.883
C 1.608 3.336 -3.258 0.0 0.0 0.0 0.878
C -2.333 -1.282 -2.036 0.0 0.0 0.0 0.052
C 3.742 -0.648 0.018 0.0 0.0 0.0 0.775
C 1.794 -3.085 -0.613 0.0 0.0 0.0 -0.986
C 0.993 4.041 -4.276 0.0 0.0 0.0 -0.763
C 3.251 -0.535 2.260 0.0 0.0 0.0 0.567
C -3.666 -2.102 -3.898 0.0 0.0 0.0 -0.563
C -3.410 -1.650 2.820 0.0 0.0 0.0 -0.810
C 0.889 -2.437 3.006 0.0 0.0 0.0 -0.842
C 1.564 -3.143 1.827 0.0 0.0 0.0 -0.931
C -2.436 0.564 2.916 0.0 0.0 0.1 0.714
C 5.059 -1.023 0.277 0.0 0.0 0.0 -1.050
C -0.282 5.225 -2.643 0.0 0.0 -0.1 -0.771
C 4.548 -0.887 2.607 0.0 0.0 0.0 -0.919
C -4.667 0.204 1.852 0.0 0.0 0.0 -1.059
C -3.242 -1.031 -4.678 0.0 0.0 0.0 -0.558
C 0.351 4.505 -1.649 0.0 0.0 0.1 0.762
C 0.038 4.996 -3.972 0.0 0.0 0.0 -0.380
C 3.238 -0.488 -1.393 0.0 0.0 0.0 -1.197
C -2.634 2.073 0.949 0.0 0.0 0.0 -0.564
C 1.493 -2.188 -1.808 0.0 0.0 0.0 -0.888
C 2.169 -0.350 3.304 0.0 0.0 0.0 -1.253
H -4.683 -0.044 0.785 0.0 0.0 0.0 0.175
H -3.508 2.719 0.825 0.0 0.0 0.0 0.238
H 3.380 0.559 -1.668 0.0 0.0 0.0 0.169
H 2.571 -0.693 4.274 0.0 0.0 0.0 0.285
H 2.863 -3.039 -0.381 0.0 0.0 0.0 0.390
H -5.518 -0.289 2.331 0.0 0.0 0.0 0.424
H -2.398 -1.925 3.099 0.0 0.0 0.0 -0.040
H -4.348 -2.842 -4.300 0.0 0.0 0.0 0.343
H 0.430 -2.240 -2.049 0.0 0.0 0.0 0.195
H 2.060 -2.558 -2.673 0.0 0.0 0.0 0.483
H 2.643 -2.963 1.852 0.0 0.0 0.0 0.362
H 1.338 -2.837 3.935 0.0 0.0 0.0 0.318
H -4.792 1.277 1.972 0.0 0.0 0.0 0.373
H -3.700 -2.228 1.941 0.0 0.0 0.0 0.406
H 1.592 -4.126 -0.912 0.0 0.0 0.0 0.568
H -1.030 5.956 -2.368 0.0 0.0 0.0 0.388
H 1.451 -0.210 -2.319 0.0 0.0 0.0 0.248
H -1.291 2.545 4.008 0.0 0.0 0.0 0.309
H -2.785 1.143 0.406 0.0 0.0 0.0 0.297
H 1.967 0.721 3.398 0.0 0.0 0.0 0.331
H -2.027 0.734 -4.743 0.0 0.0 0.0 0.465
H 4.820 -1.002 3.648 0.0 0.0 0.0 0.434
H 6.486 -1.403 1.833 0.0 0.0 0.0 0.404
H 1.259 3.824 -5.302 0.0 0.0 0.0 0.391
H -1.779 2.579 0.497 0.0 0.0 0.0 -0.167
H -0.166 -2.723 3.019 0.0 0.0 0.0 0.163
H -0.457 5.547 -4.760 0.0 0.0 0.0 0.350
H 0.067 -2.822 0.443 0.0 0.0 0.0 0.150
H -3.531 -3.048 -1.979 0.0 0.0 0.0 0.379
H 1.433 -4.230 1.970 0.0 0.0 0.0 0.480
H 0.126 -0.559 3.365 0.0 0.0 0.0 0.199
H -4.079 -1.888 3.656 0.0 0.0 0.0 0.331
H 5.736 -1.234 -0.541 0.0 0.0 0.0 0.467
H -0.356 2.536 2.495 0.0 0.0 0.0 0.210
H -1.639 3.735 2.731 0.0 0.0 0.0 0.358
H -3.588 -0.922 -5.699 0.0 0.0 0.0 0.346
H 3.839 -1.113 -2.069 0.0 0.0 0.0 0.180
```
Positions in Å, forces in eV/Å.

Results
LUMO energy = 2.571 eV
Net charge = -1
Energy above the lowest of the compared OMol25 structures with the same formula, charge and spin = 0.0 kcal per mole



[2]
Formula: C4H9ClN2
Source: the Open Molecules 2025 dataset
Level of theory: ωB97M-V/def2-TZVPD

Structure (XYZ):
```
16
Properties=species:S:1:pos:R:3:forces:R:3:mulliken_charge:R:1
Cl -0.083 -0.460 -2.607 0.4 0.4 -1.3 -0.197
N 0.218 -1.048 -0.104 0.3 0.0 0.5 -0.136
N 1.298 -0.136 0.255 -1.9 0.5 0.3 -0.485
C -0.623 1.134 -0.436 0.3 -0.2 2.4 -0.551
C 0.882 1.249 -0.090 0.7 1.2 0.5 -0.444
C -0.354 -1.434 1.199 -1.7 1.4 0.1 -0.762
C -0.666 -0.264 -0.972 1.5 -0.7 1.2 -0.203
H -0.923 1.926 -1.108 -0.4 0.0 0.1 0.384
H -1.575 -0.743 -0.966 -2.4 -0.7 0.1 0.465
H -1.199 1.080 0.580 0.6 0.5 -2.0 0.253
H 1.385 1.671 -1.065 -0.4 -0.7 2.2 0.286
H -1.496 -1.520 1.179 1.5 0.0 -0.1 0.246
H 0.083 -2.281 1.710 0.2 -0.5 -0.6 0.295
H 2.024 -0.452 -0.286 2.3 -0.4 -1.5 0.272
H -0.043 -0.576 1.799 -0.8 -0.2 0.7 0.310
H 1.071 1.855 0.909 -0.3 -0.6 -2.5 0.266
```
Positions in Å, forces in eV/Å.

Results
SMILES string = CN1NCC[C@H]1Cl
LUMO energy = 0.961 eV
Net charge = 0
Energy above the lowest of the compared OMol25 structures with the same formula, charge and spin = 30.4 kcal per mole



[3]
Formula: C2H9NO
Source: the Open Molecules 2025 dataset
Level of theory: ωB97M-V/def2-TZVPD

Structure (XYZ):
```
13
Properties=species:S:1:pos:R:3:forces:R:3:mulliken_charge:R:1
O -1.392 -0.410 2.132 -0.1 -0.2 -0.1 -0.687
N 0.021 0.618 -0.230 0.6 -1.1 0.3 -0.379
C 1.373 0.295 0.292 -1.2 -0.6 0.1 -0.839
C -0.347 -0.191 -1.392 0.0 0.2 0.5 -0.910
H -1.297 0.175 -1.778 0.0 -0.1 -0.2 0.327
H -1.098 -0.144 1.238 0.0 0.2 0.1 0.438
H -2.170 -0.970 2.019 0.2 0.2 -0.1 0.312
H 1.635 -0.703 -0.057 0.2 0.0 -0.2 0.307
H -0.489 -1.213 -1.030 -0.1 0.0 -0.2 0.307
H -0.067 1.599 -0.366 -0.2 0.6 -0.4 0.190
H 2.135 1.001 -0.026 0.1 0.1 0.2 0.296
H 1.279 0.170 1.370 0.4 0.5 0.1 0.282
H 0.418 -0.227 -2.173 -0.1 0.2 -0.2 0.357
```
Positions in Å, forces in eV/Å.

Results
SMILES string = CNC.O
LUMO energy = 1.006 eV
Net charge = 0
Energy above the lowest of the compared OMol25 structures with the same formula, charge and spin = 8.7 kcal per mole



[4]
Formula: C20H21F3N4O2
Source: the Open Molecules 2025 dataset
Level of theory: ωB97M-V/def2-TZVPD

Structure (XYZ):
```
50
Properties=species:S:1:pos:R:3:forces:R:3:mulliken_charge:R:1
F 5.097 3.965 -2.859 0.5 0.7 -1.1 -0.285
F 4.438 2.640 -1.433 -0.8 -1.4 -0.4 -0.253
F 5.158 1.859 -3.402 0.6 -0.3 0.8 -0.241
O -0.487 0.104 -4.250 0.1 -0.6 0.5 -0.666
O -1.223 -1.895 5.764 -1.1 0.2 -2.7 -0.628
N 1.317 0.057 1.694 -2.0 -0.5 -2.2 -0.814
N -0.267 0.478 -1.996 0.1 -1.3 -2.0 0.259
N -1.381 -1.508 3.469 -1.0 -0.5 -0.4 0.072
N 0.053 -0.491 1.810 -1.2 0.2 1.2 0.650
C -4.281 -3.277 4.402 0.4 2.0 -2.9 -0.540
C 0.056 1.245 -0.817 -1.8 -1.2 0.0 -1.557
C -1.072 1.067 0.243 2.8 0.2 -0.4 -1.617
C 0.951 -0.574 3.880 1.1 0.0 0.1 -0.266
C -3.323 -3.883 3.393 1.6 -0.6 0.0 -0.334
C 2.833 3.552 -4.643 -0.8 0.2 -2.2 -0.547
C -1.031 -0.390 0.691 1.4 0.0 3.4 0.360
C 0.953 1.784 -3.771 0.9 0.9 0.3 0.647
C -0.595 -1.481 -0.282 0.2 0.7 -1.2 -0.898
C -0.147 -0.905 3.127 -0.7 0.7 0.2 0.031
C 3.117 2.833 -3.521 -0.9 -1.1 1.5 -0.215
C 0.676 2.456 -4.985 1.3 -1.3 -0.9 -0.604
C 1.704 3.263 -5.485 -0.7 0.4 2.1 -0.607
C 4.446 2.803 -2.771 -0.4 1.6 -0.6 0.969
C -0.783 -0.913 -1.721 1.0 -1.0 -0.5 -0.844
C -2.782 -3.263 4.673 -0.9 -0.5 0.5 -0.221
C 2.137 1.915 -3.070 0.4 1.9 -0.4 -0.194
C -1.806 -2.095 4.673 2.1 -0.2 2.3 0.479
C 0.057 0.737 -3.351 -2.8 -1.3 1.2 0.237
C 1.834 -0.012 2.854 -0.1 -1.6 3.1 -0.596
H -0.303 -1.689 -2.400 -0.7 1.4 0.4 0.411
H 1.183 -0.743 4.984 -0.6 0.2 -2.0 0.371
H 3.409 4.355 -5.062 0.9 0.0 0.3 0.419
H -1.142 -2.467 -0.186 0.4 1.3 -0.1 0.334
H -5.089 -3.921 4.749 0.7 0.3 0.8 0.311
H -2.965 -3.242 2.534 -0.9 -1.2 0.7 -0.114
H 1.569 3.851 -6.383 0.1 -0.2 -0.1 0.390
H -3.171 -5.008 3.268 -0.5 1.8 0.1 0.265
H -2.020 -0.507 1.186 0.7 -0.6 -0.2 0.523
H -2.672 -3.812 5.596 1.0 -0.5 -0.3 0.470
H 0.936 0.818 -0.502 2.0 -0.8 1.8 0.943
H -1.838 -0.886 -1.872 -0.9 -0.2 -0.6 0.296
H -0.157 2.039 -5.610 0.7 0.9 0.8 0.372
H -1.949 -1.711 2.640 0.4 0.0 0.8 0.057
H 0.476 -1.691 -0.088 -0.6 0.1 -0.2 0.394
H 2.285 1.526 -2.079 0.0 -0.7 0.0 0.387
H -2.020 1.251 -0.186 -1.1 0.5 -0.6 0.442
H 2.893 -0.004 2.948 0.7 0.9 0.2 0.393
H 0.301 2.234 -0.993 -0.1 2.1 -0.8 0.854
H -0.846 1.793 1.072 -0.5 -1.0 -0.6 0.476
H -4.527 -2.257 4.066 -0.9 -0.7 0.2 0.230
```
Positions in Å, forces in eV/Å.

Results
SMILES string = O=C(Nc1ccnn1C1CCN(C(=O)c2cccc(C(F)(F)F)c2)CC1)C1CC1
LUMO energy = 0.287 eV
Net charge = 0
Energy above the lowest of the compared OMol25 structures with the same formula, charge and spin = 94.3 kcal per mole



no.,calculated total energy (a.u.)
1,-3822.36419
2,-727.43857
3,-211.57114
4,-1443.71185